[1]
{"formula": "C35H48BN6NaO2P2S", "method": "ωB97M-V/def2-TZVPD", "species": ["Na", "C", "C", "C", "P", "C", "C", "C", "C", "C", "C", "C", "C", "C", "N", "C", "C", "C", "C", "C", "C", "P", "C", "C", "C", "C", "C", "C", "H", "H", "H", "H", "H", "H", "H", "H", "H", "H", "H", "H", "H", "H", "H", "H", "H", "H", "H", "H", "H", "H", "H", "H", "H", "H", "H", "H", "H", "H", "H", "H", "H", "H", "H", "H", "N", "C", "C", "C", "C", "C", "C", "S", "O", "O", "N", "C", "N", "C", "C", "C", "N", "H", "H", "H", "H", "H", "H", "H", "H", "H", "B", "C", "N", "H", "H", "H"], "coordinates": [[-0.31021, -0.30242, 0.53839], [-2.47137, 2.97526, -1.31076], [-3.46676, 1.81413, -1.31821], [-4.47173, 1.97820, -0.17806], [-2.52702, 0.20429, -1.20122], [-3.87813, -1.06286, -1.44941], [-3.32020, -2.29740, -2.15758], [-4.45978, -1.49639, -0.09911], [-1.70916, 0.15572, -2.83803], [-2.25169, 0.75780, -3.96896], [-1.66209, 0.66961, -5.22109], [-0.48054, -0.05905, -5.33912], [0.07669, -0.67487, -4.24175], [-0.50953, -0.60363, -2.94702], [0.06861, -1.18553, -1.86174], [0.69997, -2.38186, -2.02089], [0.23057, -3.37277, -2.92066], [0.85762, -4.59062, -3.06272], [1.99062, -4.89867, -2.31527], [2.46040, -3.95434, -1.41499], [1.84810, -2.71686, -1.24672], [2.39779, -1.45412, -0.05221], [3.51725, -2.43397, 1.07211], [2.69186, -3.42798, 1.88905], [4.28619, -1.50439, 2.01051], [3.69210, -0.48919, -1.02232], [3.33293, -0.35379, -2.49958], [3.83756, 0.90040, -0.39963], [-3.00487, 3.92836, -1.38626], [-1.76826, 2.90764, -2.14124], [-1.90810, 2.97466, -0.37634], [-4.03189, 1.82931, -2.25872], [-3.99238, 1.84610, 0.79159], [-5.29871, 1.27354, -0.26094], [-4.89435, 2.98742, -0.20227], [-4.65847, -0.60672, -2.07468], [-2.47242, -2.70053, -1.59731], [-2.98932, -2.07216, -3.17281], [-4.08656, -3.07724, -2.20322], [-3.72854, -2.10621, 0.43320], [-5.35684, -2.10576, -0.25259], [-4.72698, -0.66065, 0.54531], [-3.17351, 1.32058, -3.87727], [-2.11004, 1.15558, -6.07985], [0.01554, -0.13909, -6.30187], [0.99590, -1.23750, -4.35280], [-0.66094, -3.15779, -3.49729], [0.44854, -5.32003, -3.75504], [2.48382, -5.85818, -2.41642], [3.33308, -4.20192, -0.82296], [4.25283, -2.97697, 0.46612], [2.04764, -2.90701, 2.59632], [3.35098, -4.08999, 2.46040], [2.04309, -4.04183, 1.26517], [3.59783, -0.84413, 2.54307], [5.01173, -0.88888, 1.47478], [4.83095, -2.09210, 2.75598], [4.64787, -1.02454, -0.94216], [2.33486, 0.07397, -2.61268], [3.33596, -1.32112, -3.00277], [4.04890, 0.30458, -3.00343], [2.90138, 1.45264, -0.51078], [4.63042, 1.46952, -0.89720], [4.06232, 0.85760, 0.66682], [-5.62127, -0.62864, 6.02293], [-4.63140, -1.20193, 5.19666], [-4.10998, -0.47624, 4.12852], [-3.14952, -1.03980, 3.30782], [-2.69528, -2.32777, 3.54706], [-3.20954, -3.05643, 4.60350], [-4.18331, -2.50256, 5.42049], [-1.42293, -3.02736, 2.51186], [-0.80826, -4.09991, 3.26428], [-2.07065, -3.41266, 1.27535], [-0.46456, -1.80318, 2.16794], [0.15866, -1.13621, 3.15366], [0.87814, -0.06707, 2.72649], [1.41298, 0.70882, 3.64315], [1.31745, 0.45034, 5.00582], [0.62026, -0.69929, 5.34120], [0.05086, -1.49617, 4.45373], [-5.58389, 0.38059, 6.00870], [-5.57515, -0.96481, 6.97319], [-4.41507, 0.55031, 3.96023], [-2.72648, -0.45245, 2.50004], [-2.81929, -4.04734, 4.79538], [-4.58488, -3.07300, 6.25209], [1.94460, 1.58243, 3.27318], [1.74418, 1.10822, 5.74883], [0.50887, -0.99732, 6.38198], [-2.51868, 3.25969, 3.54053], [-1.70624, 2.48573, 2.41851], [-1.10930, 1.92704, 1.59946], [-3.68129, 2.88964, 3.49529], [-2.02506, 3.00168, 4.62299], [-2.45062, 4.45380, 3.30151]], "mulliken_charge": [0.217, -1.559, 0.620, -1.769, 1.779, 0.404, -1.595, -1.294, 0.178, -0.291, -1.080, -0.808, 0.083, -1.516, 0.952, -1.045, -0.158, -0.835, -1.028, -0.110, 0.254, 1.535, 0.342, -1.564, -1.546, 0.318, -1.459, -1.505, 0.504, 0.275, 0.156, 0.284, 0.304, 0.320, 0.500, 0.556, 0.147, 0.287, 0.609, 0.103, 0.544, 0.160, 0.211, 0.414, 0.346, 0.447, 0.428, 0.367, 0.387, 0.203, 0.541, 0.161, 0.566, 0.302, 0.159, 0.370, 0.457, 0.505, 0.131, 0.276, 0.580, 0.257, 0.452, 0.295, -0.665, 0.960, -0.914, 0.094, -0.743, -0.628, -0.736, 1.430, -0.806, -0.829, 0.422, 0.055, 0.014, -0.339, -0.868, -0.374, -0.552, 0.265, 0.208, 0.270, 0.556, 0.508, 0.279, 0.475, 0.374, 0.415, 0.408, -0.260, -0.486, -0.241, -0.209, -0.210], "e_tot_ev": -84619.7796, "total_charge": -2}

***

[2]
{"formula": "C22H43O24Tl", "method": "ωB97M-V/def2-TZVPD", "species": ["Tl", "O", "C", "O", "O", "H", "C", "O", "C", "O", "O", "C", "H", "H", "H", "H", "H", "H", "C", "O", "C", "O", "O", "C", "H", "H", "H", "H", "H", "H", "C", "O", "C", "O", "O", "C", "H", "H", "H", "H", "H", "H", "C", "O", "C", "O", "O", "C", "H", "H", "H", "H", "H", "H", "C", "O", "C", "O", "O", "C", "H", "H", "H", "H", "H", "H", "C", "O", "C", "O", "O", "C", "H", "H", "H", "H", "H", "H", "C", "O", "C", "O", "O", "C", "H", "H", "H", "H", "H", "H"], "coordinates": [[3.34034, -4.67817, -2.98900], [-3.04940, -0.52413, -0.60067], [-2.09523, -1.41649, -0.90515], [-1.39541, -1.85317, 0.04900], [-1.71709, -1.69298, -2.07936], [-2.85071, -0.64668, 0.33051], [9.27168, -4.45471, 2.96237], [8.22449, -4.26431, 4.01985], [6.90247, -4.43846, 3.69130], [6.46170, -4.91613, 2.61675], [6.22255, -4.05194, 4.76460], [4.83678, -4.02480, 4.84256], [10.05085, -3.75978, 3.27555], [8.86573, -4.16841, 1.99214], [9.51637, -5.51575, 2.91331], [4.29924, -3.56838, 4.01140], [4.68413, -3.45914, 5.76170], [4.48432, -5.05574, 4.87459], [7.82543, 2.13326, 1.26823], [6.63642, 2.29872, 2.07220], [5.43789, 1.79667, 1.76003], [5.19430, 0.93059, 0.92594], [4.56258, 2.49765, 2.34842], [3.19626, 2.39718, 2.13829], [7.66253, 2.28745, 0.20156], [8.31101, 1.18288, 1.48983], [8.55615, 2.92304, 1.44253], [2.93771, 2.58412, 1.09605], [2.73301, 3.15916, 2.76509], [2.74829, 1.45866, 2.46481], [-4.07262, -2.02872, 5.88315], [-3.87985, -1.18959, 7.07865], [-3.73434, 0.14960, 6.92298], [-3.73134, 0.66265, 5.86856], [-3.71753, 0.71469, 8.13622], [-3.47971, 2.07754, 8.32616], [-4.31449, -3.07060, 6.09314], [-3.10925, -2.08585, 5.37645], [-4.75517, -1.65943, 5.11774], [-2.47359, 2.34816, 8.00587], [-3.68424, 2.38100, 9.35290], [-4.11729, 2.69923, 7.69758], [5.84957, 2.40680, -6.24438], [4.72087, 2.78158, -6.93979], [3.59932, 2.05469, -6.70909], [3.49592, 0.97037, -6.08544], [2.65564, 2.73955, -7.34678], [1.26780, 2.28820, -7.23777], [6.49714, 1.60494, -6.59903], [5.65956, 2.21243, -5.18882], [6.56421, 3.22933, -6.21525], [1.26581, 1.25430, -7.58298], [0.68354, 2.93010, -7.89709], [0.77047, 2.37648, -6.27186], [-3.48913, 7.10593, -3.75055], [-2.40641, 7.71971, -4.41876], [-1.27472, 8.03989, -3.72972], [-0.99653, 7.84484, -2.55648], [-0.44187, 8.57863, -4.60394], [0.91080, 8.79415, -4.25292], [-4.23289, 7.05227, -4.54556], [-3.79661, 7.69666, -2.88766], [-3.27319, 6.07588, -3.46687], [1.26743, 9.62947, -4.85555], [1.49988, 7.92747, -4.55280], [1.03142, 8.81816, -3.16987], [-11.36209, 3.78311, -5.34958], [-10.45925, 3.20680, -4.37084], [-10.89511, 2.49840, -3.33328], [-12.09090, 2.39535, -3.04355], [-9.83985, 2.13975, -2.56699], [-10.07894, 1.52462, -1.27764], [-11.88716, 3.06631, -5.98094], [-10.88680, 4.37018, -6.13541], [-12.19220, 4.40260, -5.01009], [-10.74053, 0.67930, -1.46700], [-10.58284, 2.21250, -0.59867], [-9.19419, 1.01164, -0.90059], [-1.58187, -9.19532, 0.89883], [-0.81819, -9.70117, 1.97898], [0.49222, -9.47612, 2.07218], [1.17475, -8.58112, 1.50592], [0.99996, -10.40514, 2.87660], [2.41244, -10.63078, 3.09728], [-2.58710, -9.47540, 1.21376], [-1.41281, -9.84863, 0.04285], [-1.44239, -8.14864, 0.62843], [2.56551, -11.50159, 3.73473], [2.93012, -9.82068, 3.61094], [2.86423, -10.79662, 2.11927]], "mulliken_charge": [1.001, -0.322, 0.822, -0.321, -0.277, 0.342, -0.590, -0.287, 0.775, -0.599, -0.260, -0.618, 0.230, 0.306, 0.274, 0.290, 0.224, 0.297, -0.635, -0.289, 0.843, -0.558, -0.280, -0.640, 0.305, 0.274, 0.272, 0.302, 0.247, 0.290, -0.651, -0.286, 0.754, -0.465, -0.272, -0.636, 0.271, 0.281, 0.299, 0.295, 0.245, 0.309, -0.711, -0.266, 0.786, -0.592, -0.284, -0.620, 0.295, 0.297, 0.286, 0.293, 0.239, 0.281, -0.618, -0.273, 0.821, -0.522, -0.283, -0.632, 0.229, 0.308, 0.290, 0.224, 0.270, 0.339, -0.703, -0.277, 0.786, -0.472, -0.274, -0.628, 0.317, 0.295, 0.315, 0.306, 0.293, 0.245, -0.648, -0.269, 0.801, -0.591, -0.276, -0.591, 0.247, 0.319, 0.279, 0.243, 0.278, 0.288], "e_tot_ev": -77318.2579, "total_charge": 2}

***

[3]
{"formula": "H4O2", "method": "ωB97M-V/def2-TZVPD", "species": ["H", "H", "H", "H", "O", "O"], "coordinates": [[-0.61669, 0.36974, -2.09147], [-0.62685, 0.38100, -0.48407], [0.42468, -0.50127, 2.01993], [1.39564, -0.55985, 0.77945], [-1.05511, 0.68113, -1.30588], [0.47833, -0.37075, 1.08204]], "mulliken_charge": [0.297, 0.378, 0.310, 0.315, -0.646, -0.655], "e_tot_ev": -4159.8290, "smiles": "O.O"}

***

[4]
{"formula": "C5H6O2", "method": "ωB97M-V/def2-TZVPD", "species": ["C", "C", "O", "C", "C", "O", "C", "H", "H", "H", "H", "H", "H"], "coordinates": [[-0.58121, -0.60931, 1.53041], [-0.60539, 0.60679, 0.99850], [2.35721, 0.02109, -0.21656], [1.38508, -0.54790, -0.64231], [0.26212, 0.19431, -1.33562], [-1.02512, -0.38214, -1.23136], [-0.76912, 0.79771, -0.47453], [-0.31430, -0.79018, 2.56303], [-0.78741, -1.46856, 0.89936], [-0.38180, 1.49997, 1.57849], [1.24452, -1.64147, -0.53827], [0.51143, 0.63282, -2.30169], [-1.29599, 1.68688, -0.82946]], "mulliken_charge": [-0.710, -0.409, -0.468, -0.042, -0.022, -0.459, -0.011, 0.254, 0.321, 0.310, 0.357, 0.438, 0.442], "e_tot_ev": -9374.6760, "smiles": "C=C[C@@H]1O[C@@H]1C=O"}

***

Number 1: HOMO-LUMO gap 5.24 eV, E_HOMO -1.492 eV. Number 2: HOMO-LUMO gap 1.21 eV, E_HOMO -13.635 eV. Number 3: HOMO-LUMO gap 11.52 eV, E_HOMO -10.894 eV. Number 4: HOMO-LUMO gap 10.64 eV, E_HOMO -9.952 eV.